{
  "formula": "C6H6Cl2O2",
  "method": "ωB97M-V/def2-TZVPD",
  "species": ["H", "H", "O", "O", "Cl", "H", "Cl", "C", "C", "H", "H", "C", "C", "H", "C", "C"],
  "coordinates": [[1.257512, 1.236253, 2.293929], [-0.670448, -2.690774, -0.053066], [-2.039025, 0.750449, 1.423915], [4.838053, -1.992346, -1.584186], [2.991950, -0.442856, -2.306806], [0.881921, -2.046887, -0.707395], [3.900571, -0.846653, 0.588836], [-0.344828, -0.629982, 0.231068], [-0.159694, -1.873802, -0.636401], [-0.289031, 1.787903, 1.592683], [1.176017, 2.322707, 0.841939], [0.731698, 1.540739, 1.354406], [0.566053, 0.266897, 0.669713], [-0.592426, -1.534739, -1.660287], [4.060919, -1.233650, -1.123243], [-1.466556, -0.020048, 0.739298]],
  "forces_ev_per_a": [[-0.18, 0.80, -0.59], [0.31, 0.41, -1.40], [0.21, -0.66, -0.98], [-0.01, 0.13, 1.07], [-0.09, 0.25, 1.08], [0.95, -0.25, -0.17], [-0.08, -0.04, -1.09], [2.06, 0.55, -0.14], [-2.54, 1.48, 0.25], [-0.75, 1.20, 0.88], [1.26, 1.14, -1.10], [-1.56, -3.06, 1.89], [0.43, -1.10, -1.69], [0.54, -1.45, 1.59], [0.27, -0.34, -1.07], [-0.81, 0.94, 1.46]],
  "mulliken_charge": [0.247, 0.316, -0.423, -0.349, -0.120, 0.117, -0.070, 0.345, -0.763, 0.353, 0.318, -1.194, 0.189, 0.229, 0.516, 0.289],
  "e_lumo_ev": 0.232,
  "total_energy_ha": -1302.93564,
  "max_force_ev_per_a": 3.92,
  "e_homo_ev": -7.51,
  "orbital_gap_ha": 0.285
}


{
  "formula": "C6H6ClF",
  "method": "ωB97M-V/def2-TZVPD",
  "species": ["H", "H", "C", "C", "C", "Cl", "C", "H", "F", "H", "C", "H", "C", "H"],
  "coordinates": [[0.706580, -1.497617, -0.887159], [0.972905, 0.547300, 1.744668], [-1.429922, 0.189147, -0.309803], [0.933177, 1.012291, -0.443770], [-1.154629, -0.882902, 0.314093], [-0.850829, 2.441784, -1.709630], [1.186473, -0.042247, 0.695605], [2.246249, -0.216625, 0.742189], [-2.636658, 0.779357, -0.064565], [1.459547, 1.647635, -1.082642], [0.374960, -1.260242, 0.286584], [0.402970, -2.071662, 0.861435], [-0.300458, 1.081155, -0.733951], [-1.910366, -1.727374, 0.586947]],
  "forces_ev_per_a": [[-0.83, 0.28, 3.11], [-0.06, -1.82, -2.42], [-0.42, 4.48, 1.14], [1.22, -2.43, 2.53], [1.45, -5.94, 0.32], [-0.12, -0.18, -0.38], [0.71, 2.54, 0.55], [0.47, -0.53, 0.02], [0.13, -0.03, -1.30], [2.13, 0.90, 0.11], [-1.44, 2.96, -4.26], [1.06, -3.34, 2.33], [-5.62, 1.04, -1.69], [1.33, 2.08, -0.07]],
  "mulliken_charge": [0.223, 0.221, 0.459, -0.689, -0.554, -0.224, -0.527, 0.317, -0.286, 0.425, -0.596, 0.405, 0.549, 0.275],
  "e_lumo_ev": 0.720,
  "total_energy_ha": -792.17109,
  "max_force_ev_per_a": 6.12,
  "e_homo_ev": -9.25,
  "orbital_gap_ha": 0.366
}


{
  "formula": "C6H6EuO5",
  "method": "ωB97M-V/def2-TZVPD",
  "species": ["C", "O", "H", "H", "C", "C", "H", "H", "O", "Eu", "O", "C", "O", "C", "O", "H", "C", "H"],
  "coordinates": [[-0.102519, 2.073398, -0.547941], [0.717476, -1.292617, 1.749494], [-1.021847, -1.936696, -1.143481], [-1.025310, 0.240587, -2.368244], [-0.095516, -1.367573, -1.290679], [-0.105266, 1.262906, 1.999747], [0.831859, -1.932868, -1.144069], [0.827100, 0.244620, -2.367888], [-0.101284, 1.816192, 2.976013], [-0.099338, 0.246364, 0.291768], [2.982534, 0.319877, 0.306518], [1.861366, 0.320676, 0.285077], [-0.105372, 3.103412, -1.009587], [-0.098063, -0.180554, -1.955638], [-3.186089, 0.308015, 0.306386], [0.011147, -1.419968, 2.392930], [-2.052217, 0.300203, 0.298595], [0.761343, -2.105981, 1.220992]],
  "forces_ev_per_a": [[0.24, 9.82, -3.30], [0.15, -0.78, 0.48], [0.05, 0.31, 0.30], [0.09, 0.04, 0.42], [-0.18, -1.41, -5.38], [-0.08, 6.46, 8.49], [0.02, 0.33, 0.30], [-0.10, 0.05, 0.41], [0.02, -0.16, 0.15], [-0.45, -12.35, -0.06], [-0.12, -0.34, -0.01], [12.20, 2.05, 0.00], [-0.03, -1.01, 0.28], [0.04, -3.26, -3.72], [1.41, -0.30, -0.13], [0.08, -0.53, 0.78], [-13.63, 1.49, 0.48], [0.28, -0.43, 0.51]],
  "lowdin_spin": [0.065, -0.011, 0.002, 0.003, -0.031, 0.074, 0.000, 0.004, 0.106, 6.392, 0.079, 0.035, 0.095, 0.040, 0.096, 0.000, 0.051, 0.000],
  "e_lumo_ev": [-11.247, -10.869],
  "multiplicity": 8,
  "total_charge": 2,
  "total_energy_ha": -1317.59514,
  "max_force_ev_per_a": 13.72,
  "e_homo_ev": [-17.48, -19.40],
  "orbital_gap_ha": [0.229, 0.313],
  "s_squared": 15.796
}


{
  "formula": "C6H6FeLiO2",
  "method": "ωB97M-V/def2-TZVPD",
  "species": ["C", "H", "C", "C", "Fe", "C", "O", "C", "Li", "O", "H", "H", "H", "H", "H", "C"],
  "coordinates": [[0.887448, 0.669762, -0.868108], [-2.295444, 1.086552, 0.853633], [0.567439, 0.875914, 1.597137], [-1.558159, 0.444685, 0.377035], [-1.787749, -3.413083, -1.011250], [-1.774469, -0.880370, 0.326530], [0.991675, 0.795153, 2.635726], [0.011064, 1.066176, 0.293524], [0.869374, -2.024122, 0.213075], [-1.012941, -1.882185, 0.034964], [2.716485, 0.207812, -1.795509], [-2.781256, -0.634749, -0.265508], [2.812597, 0.459410, 0.046792], [-0.172325, 2.154837, 0.226452], [0.325039, 0.648772, -1.805677], [2.201223, 0.425436, -0.858817]],
  "forces_ev_per_a": [[0.06, -1.03, -0.65], [-0.19, 0.24, -0.44], [0.95, 0.61, 2.38], [3.94, 2.40, 2.59], [-0.93, -1.84, -1.10], [-1.29, -1.14, -3.81], [-0.67, -0.08, -1.74], [-2.35, 0.38, -0.53], [0.82, -0.36, -0.16], [-0.62, 2.26, 1.79], [-0.07, 0.10, 0.20], [0.31, -1.83, 0.95], [0.01, 0.08, -0.18], [0.08, 0.11, 0.18], [0.16, 0.18, 0.16], [-0.22, -0.08, 0.35]],
  "lowdin_spin": [0.007, 0.011, 0.023, 0.409, 4.594, 0.310, 0.024, 0.053, 0.077, 0.452, 0.000, 0.034, 0.000, -0.001, 0.001, 0.007],
  "e_lumo_ev": [-13.474, -16.600],
  "multiplicity": 7,
  "total_charge": 3,
  "total_energy_ha": -1652.51500,
  "max_force_ev_per_a": 5.29,
  "e_homo_ev": [-19.27, -22.95],
  "orbital_gap_ha": [0.213, 0.233],
  "s_squared": 12.012
}


{
  "formula": "C6H6I2",
  "method": "ωB97M-V/def2-TZVPD",
  "species": ["C", "H", "H", "C", "H", "H", "C", "C", "C", "H", "I", "H", "I", "C"],
  "coordinates": [[-0.688839, -0.919602, 0.432530], [-0.057456, 2.080529, 1.757484], [-0.133169, 0.601263, -0.943516], [-0.420712, -0.437725, -0.874754], [-0.851200, -0.100488, 2.528381], [2.016469, 0.332799, 0.539694], [1.501014, 1.253856, 0.741046], [-0.525322, -0.027718, 1.401525], [0.281065, 1.174882, 1.237788], [-1.257930, -1.838306, 0.382666], [-0.309245, -0.014119, -3.872322], [2.043934, 2.199469, 0.824245], [-0.996366, -3.225564, -2.143942], [-0.602244, -1.079275, -2.010823]],
  "forces_ev_per_a": [[-0.94, -0.07, -0.16], [-0.38, -0.26, -0.39], [-0.03, 0.01, -0.25], [0.29, 0.37, -1.32], [0.26, -0.46, -2.43], [0.35, -0.06, -0.72], [0.62, 0.17, 0.74], [0.06, 0.05, 3.43], [-0.38, 1.15, 1.04], [0.06, -0.16, 1.05], [-0.21, -0.76, 0.96], [-0.05, -0.45, -0.30], [0.18, 1.44, 0.01], [0.16, -0.97, -1.65]],
  "mulliken_charge": [-0.461, 0.320, 0.393, 0.252, 0.259, 0.309, -0.693, -0.179, -0.414, 0.257, 0.059, 0.275, 0.059, -0.435],
  "e_lumo_ev": -0.268,
  "total_energy_ha": -827.51390,
  "max_force_ev_per_a": 3.43,
  "e_homo_ev": -8.47,
  "orbital_gap_ha": 0.301
}


{
  "formula": "C6H6LiO3",
  "method": "ωB97M-V/def2-TZVPD",
  "species": ["C", "H", "C", "H", "C", "Li", "H", "H", "C", "H", "O", "O", "O", "H", "C", "C"],
  "coordinates": [[-1.462575, 1.134801, -0.052844], [-1.534925, 0.559422, -2.122423], [2.344351, -0.992225, 1.478482], [-1.919803, 2.046874, -0.506114], [1.324272, -0.861983, 2.175021], [-1.654931, -0.624521, 1.996849], [2.988723, -0.806456, 0.518487], [-0.545891, 1.509221, 0.464490], [-1.003296, 0.233717, -1.213183], [-1.354750, -0.802289, -1.082954], [0.277947, -0.794221, 2.833403], [2.118837, -1.555758, -1.011084], [-2.326386, 0.489396, 0.795866], [1.072746, 1.146838, -1.371686], [0.492993, 0.219950, -1.415526], [1.182695, -0.902761, -1.486783]],
  "forces_ev_per_a": [[0.04, 0.19, 0.49], [0.23, 0.00, 0.01], [1.03, 0.86, -1.05], [0.03, -0.19, 0.10], [1.11, -0.04, -1.58], [0.98, 0.42, 0.07], [-1.59, -0.43, 3.20], [-0.18, -0.15, -0.07], [-0.23, -0.21, -1.18], [0.09, 0.34, 0.38], [-1.26, -0.08, 0.43], [-4.12, 0.75, -4.18], [-0.04, -0.25, 0.25], [-0.04, -0.43, -0.31], [-1.24, -0.38, -0.35], [5.18, -0.41, 3.79]],
  "mulliken_charge": [-0.489, 0.298, -0.733, 0.231, 0.430, 0.899, 0.279, 0.221, -0.262, 0.225, -0.878, -0.478, -1.013, 0.360, -0.397, 0.307],
  "e_lumo_ev": 2.807,
  "total_charge": -1,
  "total_energy_ha": -465.41242,
  "max_force_ev_per_a": 6.43,
  "e_homo_ev": -3.22,
  "orbital_gap_ha": 0.222
}


{
  "formula": "C6H6N",
  "method": "ωB97M-V/def2-TZVPD",
  "species": ["N", "C", "C", "H", "C", "H", "H", "H", "C", "C", "C", "H", "H"],
  "coordinates": [[1.097425, -0.313424, 0.957850], [-3.496865, 2.358306, -2.332314], [0.935281, 0.095980, -0.394121], [-4.410059, 1.802982, -2.738320], [-0.329925, 0.145072, 0.766027], [1.758210, 0.152860, 1.551058], [2.238637, -2.053371, 0.708774], [1.375726, -0.367882, -1.269169], [1.345405, -1.716201, 1.319873], [-0.115382, 1.039104, -0.232677], [-2.522539, 2.873913, -1.959290], [1.622321, -1.650821, 2.416255], [0.501765, -2.366520, 1.206055]],
  "forces_ev_per_a": [[-0.03, -0.94, 0.14], [-5.56, -3.23, -2.35], [-0.81, 1.90, -1.01], [1.95, 1.25, 0.93], [-0.58, 0.55, -0.30], [-0.05, 1.66, 0.06], [-1.07, 0.20, 0.85], [-0.17, -0.46, 0.08], [2.09, -0.81, 1.04], [1.27, -1.46, 0.73], [3.69, 1.92, 1.48], [-0.25, -0.53, -1.29], [-0.50, -0.05, -0.34]],
  "mulliken_charge": [0.117, -0.215, -0.008, 0.348, -0.194, 0.374, 0.368, 0.362, -0.802, 0.120, -0.109, 0.315, 0.325],
  "e_lumo_ev": [-5.523, -7.870],
  "total_charge": 1,
  "total_energy_ha": -286.20917,
  "max_force_ev_per_a": 6.85,
  "e_homo_ev": [-13.54, -13.98],
  "orbital_gap_ha": [0.295, 0.224]
}


{
  "formula": "C6H6N",
  "method": "ωB97M-V/def2-TZVPD",
  "species": ["H", "H", "N", "C", "C", "H", "C", "H", "H", "C", "H", "C", "C"],
  "coordinates": [[-0.908650, -2.614340, -0.716296], [-0.970153, 0.010447, 1.262696], [-0.952613, 0.893931, -0.528827], [3.356450, 0.862251, -0.279783], [2.486297, -0.210072, 0.012198], [-1.536518, 1.591144, -0.081881], [0.834579, -0.894632, -0.018047], [-1.346999, 0.479442, -1.413329], [-0.051020, 1.217563, -0.806481], [3.792341, -0.377863, 0.302202], [4.442111, -1.063872, 0.716824], [-0.544262, -0.334147, 0.387694], [-0.449185, -1.621338, -0.343655]],
  "forces_ev_per_a": [[0.81, 2.06, 0.66], [-0.40, -0.49, 2.51], [-0.38, -1.91, -1.66], [-0.26, -0.14, 0.04], [-2.16, -2.38, 0.11], [-0.13, 0.27, -0.18], [-3.66, -0.54, -0.59], [-0.09, 0.90, 1.06], [0.71, 1.24, -0.25], [-3.84, 0.98, -0.92], [1.68, -0.90, 0.64], [1.89, -0.81, -2.97], [5.82, 1.72, 1.56]],
  "mulliken_charge": [0.345, 0.418, -0.394, -0.933, 0.638, 0.345, 0.162, 0.375, 0.324, 0.058, 0.413, -0.287, -0.464],
  "e_lumo_ev": -4.573,
  "total_charge": 1,
  "total_energy_ha": -286.38859,
  "max_force_ev_per_a": 6.27,
  "e_homo_ev": -13.03,
  "orbital_gap_ha": 0.311
}


{
  "formula": "C6H6N",
  "method": "ωB97M-V/def2-TZVPD",
  "species": ["C", "H", "N", "H", "H", "H", "C", "C", "C", "H", "H", "C", "C"],
  "coordinates": [[0.085678, 0.945812, 0.968150], [-1.074793, -0.414575, -1.339698], [-0.237551, -1.750873, 0.554903], [1.591387, -1.395631, -0.778395], [-1.026339, 2.045932, -0.561336], [0.010717, 1.462862, 1.927702], [-0.364974, 1.178328, -0.240938], [0.186932, -1.526087, 1.764246], [0.703744, -0.341670, 1.053876], [-0.086115, -1.854009, 2.695255], [0.209470, 0.175812, -2.033637], [-0.149193, -0.051339, -1.077584], [0.613945, -0.971552, -0.257564]],
  "forces_ev_per_a": [[1.14, 0.61, 3.79], [-2.52, -1.22, -0.22], [-1.54, -3.08, 2.40], [-2.31, 0.16, 1.53], [1.10, -1.26, 0.47], [-0.33, 0.50, -0.69], [-1.64, 0.79, -1.67], [1.41, 1.82, -3.98], [-0.65, 0.15, 0.89], [-0.64, -0.87, 2.09], [1.21, 0.39, -1.40], [0.54, 2.60, -0.66], [4.25, -0.61, -2.56]],
  "mulliken_charge": [-0.501, 0.421, -0.382, 0.412, 0.361, 0.415, -0.186, -0.081, 0.324, 0.427, 0.502, -1.338, 0.626],
  "e_lumo_ev": -5.781,
  "total_charge": 1,
  "total_energy_ha": -286.55230,
  "max_force_ev_per_a": 5.00,
  "e_homo_ev": -15.21,
  "orbital_gap_ha": 0.346
}


{
  "formula": "C6H6N",
  "method": "ωB97M-V/def2-TZVPD",
  "species": ["H", "C", "C", "H", "C", "C", "H", "H", "N", "H", "C", "H", "C"],
  "coordinates": [[-0.811987, -0.488076, -2.160057], [1.023243, 0.716990, 0.642049], [0.810361, -0.999070, 0.458286], [-1.476747, -0.177901, -0.668587], [0.628807, -0.001436, -0.624487], [1.484001, -0.866901, 2.577749], [-0.926417, 1.169818, -1.676750], [0.347259, 1.294623, 1.272898], [-0.686170, 0.143928, -1.374742], [1.407969, -0.124892, -1.399675], [1.884928, -0.340075, 1.167152], [2.129496, -0.730134, 3.477066], [0.443113, -1.203203, 1.940986]],
  "forces_ev_per_a": [[0.53, -0.08, -0.35], [-0.98, -0.09, -1.26], [0.86, 0.54, 0.42], [1.62, 1.04, -1.62], [0.65, 0.34, -1.79], [4.26, 0.60, 2.33], [0.70, -2.29, 0.62], [-0.20, -0.29, -0.24], [-2.68, 1.50, 2.86], [-0.42, 0.15, 0.51], [-0.27, -0.86, 0.27], [-1.43, -0.36, -0.77], [-2.63, -0.21, -0.98]],
  "mulliken_charge": [0.383, -0.342, 0.102, 0.452, 0.071, 0.133, 0.400, 0.292, -0.330, 0.249, 0.049, 0.386, -0.847],
  "e_lumo_ev": -4.385,
  "total_charge": 1,
  "total_energy_ha": -286.38117,
  "max_force_ev_per_a": 4.90,
  "e_homo_ev": -12.45,
  "orbital_gap_ha": 0.296
}